[1]
14
Properties=species:S:1:pos:R:3:forces:R:3:lowdin_charge:R:1 method="wB97M-V/def2-TZVPD" homo_lumo_gap_ev=8.9 lumo_ev=0.4 smiles="[H]/N=C1/NN=C[C@H]2N[C@@H]12" charge=0
C 1.215 0.213 0.131 5.121 -4.745 -3.134 -0.378
C -1.470 1.115 -0.063 -1.070 -0.951 -0.795 -0.096
C -1.311 -0.421 0.377 2.196 2.786 -2.057 -0.217
C 0.134 -0.834 0.323 -0.242 -0.069 -0.720 -0.196
H 2.656 -1.103 0.089 0.168 1.742 -0.987 0.024
H 1.668 2.091 -0.156 -2.013 -0.706 -0.041 0.182
H -2.584 1.491 -0.481 3.322 -0.855 1.500 0.163
H -1.910 -0.708 1.181 -1.221 -1.061 0.696 0.102
H -1.068 -2.191 -0.831 0.553 1.715 0.394 0.121
H 0.527 -1.727 0.791 -0.350 0.111 0.527 0.127
N 2.567 -0.089 -0.273 -5.304 -1.036 3.441 0.050
N 0.847 1.435 -0.012 -0.521 3.944 -0.022 0.005
N -0.460 1.887 -0.252 -0.409 -0.179 0.082 0.046
N -0.812 -1.158 -0.823 -0.230 -0.696 1.116 0.067

=====

[2]
16
Properties=species:S:1:pos:R:3:forces:R:3:lowdin_charge:R:1 method="wB97M-V/def2-TZVPD" homo_lumo_gap_ev=10.8 lumo_ev=0.5 smiles="N[C@@H](C(=O)O)n1cncn1" charge=0
C 1.480 2.035 0.673 -0.304 -0.225 -0.193 -0.215
C -0.336 1.863 -0.347 0.218 -0.228 0.060 -0.137
C -1.622 -0.984 0.196 0.539 0.231 -0.300 -0.501
C -0.312 -0.654 -0.561 1.804 -2.560 0.956 -0.167
N 0.454 2.759 0.187 -0.264 0.672 -0.092 0.083
N 1.365 0.747 0.463 0.577 -0.405 0.304 0.082
N 0.202 0.634 -0.200 -0.075 0.831 -0.010 -0.101
N 0.731 -1.782 -0.177 -2.072 1.700 -0.918 0.060
O -1.760 -2.274 0.441 -0.330 -0.482 0.159 0.123
O -2.421 -0.145 0.489 -0.087 -0.037 -0.021 0.132
H 2.319 2.462 1.181 0.228 0.056 0.141 0.102
H -1.273 2.048 -0.825 -0.284 -0.018 -0.134 0.129
H -0.497 -0.728 -1.636 0.036 0.046 0.140 0.162
H 1.089 -1.527 0.740 0.085 0.060 -0.143 0.072
H 1.510 -1.713 -0.823 -0.030 0.018 0.069 0.077
H -0.929 -2.741 0.199 -0.042 0.340 -0.018 0.102

=====

[3]
16
Properties=species:S:1:pos:R:3:forces:R:3:lowdin_charge:R:1 method="wB97M-V/def2-TZVPD" homo_lumo_gap_ev=10.1 lumo_ev=0.6 smiles="NC(=O)[C@H](S)c1nnc[nH]1" charge=0
C 2.661 -0.760 0.440 0.003 -0.135 0.071 -0.187
C 0.693 -0.263 -0.180 -4.117 0.221 -1.615 -0.294
C -1.649 0.804 0.121 -0.133 0.016 -0.164 -0.613
C -1.015 -0.315 -0.683 3.921 -0.760 1.809 -0.450
N 2.677 0.465 0.012 1.255 0.041 0.286 0.005
N 1.431 0.783 -0.387 -0.837 0.033 -0.230 0.023
N 1.403 -1.284 0.340 0.069 0.189 -0.073 0.108
N -1.327 2.030 -0.321 -0.108 0.466 -0.081 0.179
O -2.379 0.581 1.064 -0.120 0.146 0.179 0.018
S -1.678 -1.919 -0.238 -0.024 -0.170 -0.397 0.779
H 3.510 -1.292 0.814 0.168 -0.178 0.134 0.112
H -0.989 -0.161 -1.753 -0.066 0.100 -0.082 0.090
H 1.063 -2.201 0.582 -0.055 0.089 -0.029 0.128
H -0.530 2.152 -0.925 0.073 -0.020 0.086 0.092
H -1.620 2.815 0.241 0.059 -0.067 -0.018 0.121
H -2.251 -1.435 0.874 -0.089 0.029 0.124 -0.112

=====

[4]
17
Properties=species:S:1:pos:R:3:forces:R:3:lowdin_charge:R:1 method="wB97M-V/def2-TZVPD" homo_lumo_gap_ev="6.8 / 6.9" lumo_ev="-0.2 / -0.2" charge=0
C -3.064 0.969 -0.356 -0.802 2.030 1.441 -0.479
C -1.887 -0.968 -0.383 2.334 1.411 1.001 -0.293
C -0.560 0.530 -0.203 -1.061 -0.891 0.199 -0.477
C 1.647 -0.401 -0.182 0.396 -1.234 -0.093 -0.641
N -2.971 -0.325 -0.297 -1.441 0.966 -0.327 -0.035
N -1.506 -2.088 0.261 0.401 -1.029 -0.204 0.065
N 2.925 -0.110 0.203 2.264 -0.832 0.421 0.082
N 0.781 0.690 -0.212 1.351 1.289 -0.427 -0.380
O 1.295 -1.544 -0.400 -0.325 0.377 0.290 0.063
S -1.534 1.850 -0.119 -0.993 -0.273 -0.702 0.968
S 1.693 2.288 -0.410 -0.706 -0.772 1.654 0.767
H -3.982 1.644 -0.166 1.489 -1.724 -0.674 0.085
H -0.667 -2.409 -0.179 0.466 -0.566 -0.041 0.049
H -1.397 -2.184 1.278 -0.556 0.698 -0.584 0.110
H 3.430 0.719 -0.137 -0.657 -0.833 0.364 0.039
H 3.531 -0.948 0.402 -1.211 1.325 -0.710 0.140
H 2.266 2.287 0.901 -0.948 0.057 -1.608 -0.063

=====

[5]
17
Properties=species:S:1:pos:R:3:forces:R:3:lowdin_charge:R:1 method="wB97M-V/def2-TZVPD" homo_lumo_gap_ev=9.6 lumo_ev=-4.3 charge=+1
C -0.077 -0.709 -0.711 -0.289 1.987 1.931 -0.046
C 0.478 0.488 -0.748 0.308 -0.208 -0.854 -0.052
C 1.169 1.649 -1.146 0.862 -2.402 0.304 -0.254
C 0.706 -1.916 -0.830 -2.411 -1.600 -0.280 -0.067
N 3.963 0.539 -0.324 0.127 1.116 -0.643 -0.139
N 4.948 0.463 0.481 0.765 1.496 0.607 -0.305
N 3.804 -1.542 0.252 -1.662 -0.354 -0.444 -0.307
N 3.290 -0.567 -0.464 0.778 -1.385 0.345 -0.109
N 2.172 2.255 -1.647 -0.346 1.881 -0.090 0.302
O 0.025 1.862 -0.612 -1.439 2.040 0.093 0.242
S 5.000 -0.987 1.116 0.943 -0.712 0.345 1.087
H -1.081 -0.787 -0.292 0.033 0.321 -0.351 0.147
H 0.078 -2.754 -0.377 1.731 0.816 -0.529 0.137
H 1.709 -1.711 -0.637 1.063 -0.638 1.168 -0.003
H 0.745 -2.004 -1.878 -0.103 -1.210 -1.755 0.088
H 3.056 1.845 -1.846 0.424 -1.359 0.019 0.109
H 2.280 3.263 -1.672 -0.785 0.212 0.135 0.169

=====

[6]
12
Properties=species:S:1:pos:R:3:forces:R:3:lowdin_charge:R:1 method="wB97M-V/def2-TZVPD" s_squared=2.01 multiplicity=3 homo_lumo_gap_ev="3.3 / 6.7" lumo_ev="4.1 / 4.0" charge=-1
C -1.611 -0.097 1.230 3.984 0.873 0.423 0.039
C -0.430 0.144 1.134 0.932 0.302 0.564 -0.222
C -0.513 -0.585 -1.591 -3.735 -1.044 -0.928 -0.308
C 1.078 0.356 1.075 -0.583 -0.136 1.231 -0.147
N 0.075 0.592 -1.600 0.715 0.820 0.277 -0.257
O 1.319 0.791 -1.719 0.654 0.474 -0.522 -0.228
H -2.596 -0.218 1.149 -3.147 -0.510 -0.181 -0.036
H -0.056 -1.533 -1.512 1.028 -0.636 0.239 -0.045
H -1.634 -0.611 -1.441 1.563 0.271 -0.230 -0.010
H 1.493 0.421 2.152 -0.694 -0.193 -1.558 0.073
H 1.372 1.307 0.535 -0.489 -1.437 0.416 0.066
H 1.502 -0.567 0.587 -0.229 1.215 0.270 0.075

=====

Please write out number 1 again, unchanged.
14
Properties=species:S:1:pos:R:3:forces:R:3:lowdin_charge:R:1 method="wB97M-V/def2-TZVPD" homo_lumo_gap_ev=8.9 lumo_ev=0.4 smiles="[H]/N=C1/NN=C[C@H]2N[C@@H]12" charge=0
C 1.215 0.213 0.131 5.121 -4.745 -3.134 -0.378
C -1.470 1.115 -0.063 -1.070 -0.951 -0.795 -0.096
C -1.311 -0.421 0.377 2.196 2.786 -2.057 -0.217
C 0.134 -0.834 0.323 -0.242 -0.069 -0.720 -0.196
H 2.656 -1.103 0.089 0.168 1.742 -0.987 0.024
H 1.668 2.091 -0.156 -2.013 -0.706 -0.041 0.182
H -2.584 1.491 -0.481 3.322 -0.855 1.500 0.163
H -1.910 -0.708 1.181 -1.221 -1.061 0.696 0.102
H -1.068 -2.191 -0.831 0.553 1.715 0.394 0.121
H 0.527 -1.727 0.791 -0.350 0.111 0.527 0.127
N 2.567 -0.089 -0.273 -5.304 -1.036 3.441 0.050
N 0.847 1.435 -0.012 -0.521 3.944 -0.022 0.005
N -0.460 1.887 -0.252 -0.409 -0.179 0.082 0.046
N -0.812 -1.158 -0.823 -0.230 -0.696 1.116 0.067